Molecular formula: C15H20N3O3S
Method: DFT, ωB97M-V/def2-TZVPD

As for the total energy: -1371.7701 a.u. The total charge is -1. The structure (SMILES) is CO/C([O-])=N/N=C(/C)[C@H](Sc1ccc(C)cc1)C(=O)N(C)C. The HOMO energy is -3.00 eV. The energy relative to the best compared isomer or geometry (same formula, charge and spin) is 312.7 kJ/mol. Its spin multiplicity is 1.

Last column: Mulliken charge in e.
Geometry (Å):
C1 5.204 -0.309 2.254  -0.6448
O1 3.950 0.399 2.173  -0.3237
C2 2.877 -0.428 2.222  0.4875
N1 1.712 0.374 2.145  -0.3759
N2 0.635 -0.345 2.197  -0.3715
C3 -0.512 0.236 2.340  -0.1676
C4 -1.710 -0.624 2.146  -1.3320
C5 -0.509 1.741 2.580  1.1156
C6 -1.750 2.571 2.214  0.3267
O2 -2.879 2.144 2.482  -0.7096
N3 -1.566 3.751 1.583  0.1165
C7 -2.730 4.529 1.222  -1.0803
C8 -0.298 4.397 1.255  -0.9408
O3 2.941 -1.642 2.320  -0.6551
H1 5.970 0.469 2.235  0.2016
H2 5.270 -0.895 3.181  0.2667
H3 5.325 -0.986 1.395  0.2582
H4 -2.612 -0.024 2.020  0.3324
H5 -1.565 -1.288 1.274  0.3699
H6 -1.857 -1.314 2.993  0.1726
H7 0.383 2.082 2.043  0.3048
H8 -3.625 3.904 1.227  0.3059
H9 -2.878 5.366 1.919  0.3238
H10 -2.560 4.957 0.227  0.3467
H11 0.495 3.678 1.012  0.3776
H12 -0.490 5.018 0.371  0.3326
H13 0.046 5.047 2.077  0.2561
C9 -2.411 -0.918 8.717  -1.3938
C10 -1.858 -0.123 7.566  1.1164
C11 -0.555 -0.372 7.118  -0.8113
C12 -0.078 0.267 5.980  -0.2353
C13 -0.853 1.259 5.359  0.0181
S1 -0.071 2.342 4.209  -0.3268
C14 -2.163 1.507 5.799  -0.0988
C15 -2.637 0.864 6.941  -0.8458
H14 -3.435 -0.621 8.944  0.3426
H15 -2.409 -1.987 8.484  0.3038
H16 -1.816 -0.792 9.628  0.3127
H17 0.103 -1.041 7.685  0.3100
H18 0.907 0.041 5.569  0.3952
H19 -2.780 2.214 5.246  0.3647
H20 -3.600 1.151 7.370  0.2544